Computed, not measured: the molecule C11H13NO2S in a non-equilibrium geometry, with wB97M-V/def2-TZVPD.

Geometry as XYZ:
```
28
Properties=species:S:1:pos:R:3:forces:R:3:nbo_charge:R:1
C -3.603 0.778 -1.983 1.184 0.633 0.198 -0.26
C -2.371 1.404 -2.156 -0.526 0.279 -2.470 -0.16
C -3.711 -0.236 -1.065 -1.539 -1.945 1.235 -0.18
C -1.262 0.998 -1.483 1.337 0.835 0.277 -0.28
C -2.599 -0.634 -0.293 -0.698 -0.908 -0.543 -0.24
C -1.399 0.014 -0.548 -0.905 -0.421 0.466 0.15
C 1.810 0.072 1.360 -1.599 0.792 -1.440 -0.14
C 0.970 -0.571 0.279 2.239 -0.896 -1.559 -0.01
C 2.513 -0.685 2.166 0.038 -1.187 -1.004 0.18
C 1.760 1.586 1.251 4.009 0.300 3.103 -0.64
C 1.688 -0.872 -1.049 -0.325 1.898 -2.507 -0.66
N -0.400 -0.371 0.291 -0.214 -0.016 1.244 -0.60
O -0.162 -2.079 2.169 -0.462 -0.894 0.905 -0.94
O 3.359 -0.198 3.061 1.325 0.089 1.560 -0.66
S -0.112 -1.960 0.724 0.694 0.260 0.609 1.36
H -4.387 1.137 -2.597 -0.909 -0.113 -0.296 0.22
H -2.262 2.032 -3.072 -0.079 -0.008 1.165 0.21
H -4.724 -0.768 -0.971 1.731 0.789 0.044 0.22
H -0.273 1.460 -1.586 -0.468 -0.104 -0.270 0.22
H -2.480 -1.537 0.416 -1.167 1.697 -1.159 0.22
H 2.560 -1.770 2.063 -0.486 0.164 -0.057 0.17
H 0.944 1.856 0.658 -0.867 0.859 -1.097 0.22
H 2.843 1.918 0.922 -2.320 -0.294 -0.139 0.23
H 1.719 2.139 2.272 -0.367 -1.144 -1.529 0.23
H 2.585 -1.374 -0.787 0.808 -0.744 0.058 0.23
H 2.073 0.081 -1.630 -0.895 -1.460 1.318 0.22
H 1.121 -1.457 -1.884 0.612 0.827 1.871 0.23
H 3.801 -0.960 3.473 -0.149 0.711 0.015 0.48
```
Positions in Å, forces in eV/Å.

As for the relative energy (zero: lowest compared OMol25 entry of this formula, charge and spin): 2.782 eV. The value obtained for the LUMO energy is 0.019 hartree. As for the calculated total energy: -1030.25402 a.u. Its charge is 0.